{"formula": "C13H12AuNOS2", "method": "ωB97M-V with the def2-TZVPD basis set", "charge": -1, "s_squared": 3.7668, "multiplicity": 4, "total_energy_ev": -42571.6072, "lumo_energy_ha": [0.101, 0.100], "homo_energy_ev": [-2.175, -5.025], "orbital_gap_ev": [4.9210, 7.7484], "symbols": ["Au", "S", "C", "C", "C", "C", "C", "C", "C", "C", "C", "N", "H", "H", "H", "H", "H", "H", "C", "O", "C", "C", "H", "H", "H", "H", "H", "H", "S", "C"], "xyz": [[-1.4910, -0.2466, 0.8193], [2.0389, 2.7296, 1.2340], [1.6724, 2.0273, 2.7459], [0.6456, 1.1441, 2.6503], [0.0870, 0.9993, 1.3414], [0.7759, 1.8099, 0.4536], [0.6073, 1.9776, -0.9909], [1.4761, 2.7902, -1.7384], [1.2928, 2.9100, -3.0993], [0.2476, 2.2247, -3.7088], [-0.5671, 1.4521, -2.8980], [-0.3980, 1.3314, -1.5898], [2.2371, 2.3039, 3.6220], [0.2824, 0.5853, 3.5018], [2.2848, 3.3134, -1.2460], [1.9590, 3.5329, -3.6846], [0.0714, 2.2848, -4.7742], [-1.4038, 0.8972, -3.3112], [-1.3537, -3.8621, 1.8707], [-0.4362, -2.8066, 2.1370], [-0.2419, -1.9552, 1.0830], [0.5496, -2.4412, -0.0864], [-1.0804, -4.4033, 0.9590], [-2.3657, -3.4688, 1.7581], [-1.3099, -4.5462, 2.7186], [1.2077, -3.2697, 0.2027], [1.1693, -1.6302, -0.4783], [-0.0866, -2.7787, -0.9162], [-4.6087, -1.7656, 0.9905], [-3.2620, -1.1395, 0.4343]], "nbo_charge": [0.7841, 0.3355, -0.4265, -0.2793, -0.3132, -0.3321, 0.2039, -0.2571, -0.1771, -0.2995, 0.0503, -0.4241, 0.2197, 0.2173, 0.2122, 0.2026, 0.2060, 0.1898, -0.2541, -0.5879, 0.1175, -0.7510, 0.1578, 0.1972, 0.1711, 0.1930, 0.2241, 0.2034, -0.1149, -0.6688]}